The following is a quantum chemistry calculation of an isolated molecule of C4H8O3 at a distorted geometry, from OMol25.

```
! wB97M-V def2-TZVPD RIJCOSX def2/J DEFGRID3
* xyz 0 1
O 1.8562 -1.7379 0.9294
C 1.2782 -0.6770 0.1984
C 0.5783 0.4703 0.9497
C -0.6503 0.7486 0.1940
O -0.6118 1.4677 -0.8065
C -1.9608 0.0698 0.4981
O -2.4675 -0.0384 -0.7837
H 2.1915 -2.3334 0.2392
H 0.6763 -1.1660 -0.5648
H 2.0950 -0.2216 -0.3457
H 1.2290 1.3456 0.8939
H 0.3769 0.1442 1.9661
H -1.8364 -0.9008 1.0113
H -2.5702 0.7425 1.1423
H -1.9541 0.9794 -1.1757
*
```

The value obtained for the max |F| is 3.9 eV/Å. As for the LUMO energy: 0.0237 Eh. As for the energy above the lowest of the compared OMol25 structures with the same formula, charge and spin: 276.70 kJ/mol. The calculation puts the HOMO-LUMO gap at 10.363 eV. The value obtained for the HOMO energy is -9.72 eV.

=====

The following is a quantum chemistry calculation of a cluster of 3 separate species, C6H18N2O in total at a distorted geometry, from OMol25.

```
! wB97M-V def2-TZVPD RIJCOSX def2/J DEFGRID3
* xyz 0 1
C -1.1454 -0.5654 -1.3366
C -1.1415 -1.7079 -2.3142
C 1.7145 -1.6476 -0.0842
C -0.5154 0.7062 -1.8048
N -1.6990 -0.5827 -0.1943
H -0.9586 0.3155 1.1784
H -2.1721 -1.4485 0.0521
H -0.9880 1.0300 -2.7318
H -0.1164 -1.9750 -2.5618
H -1.6438 -1.4146 -3.2334
H -1.6439 -2.5840 -1.9119
H 2.2244 -1.3759 -1.0180
H 2.4489 -2.1000 0.5890
H 0.9036 -2.3585 -0.2485
H -0.6079 1.4751 -1.0404
H 0.5397 0.5463 -1.9848
C 2.1739 0.4325 1.1050
C -0.9267 2.2963 2.0709
N -0.7167 0.8657 2.1338
O 1.1608 -0.4232 0.6355
H -1.2978 0.4517 2.8633
H 2.9193 0.6414 0.3246
H 2.6902 -0.0186 1.9609
H 1.7057 1.3659 1.4059
H -1.9316 2.5800 1.7192
H -0.7594 2.7516 3.0527
H -0.2170 2.7442 1.3732
*
```

The value obtained for the max |F| is 3.5 eV/Å. As for the LUMO energy: 0.0314 Eh. As for the energy above the lowest of the compared OMol25 structures with the same formula, charge and spin: 183.94 kJ/mol. The calculation puts the HOMO-LUMO gap at 8.605 eV. The value obtained for the HOMO energy is -7.75 eV.

=====

The following is a quantum chemistry calculation of an isolated molecule of C11H18OS at a distorted geometry, from OMol25.

```
! wB97M-V def2-TZVPD RIJCOSX def2/J DEFGRID3
* xyz 0 1
C 1.9045 0.5028 0.2633
C 1.6420 1.2445 -0.8247
C 0.9195 -0.2058 1.2594
C -1.2102 -1.0853 0.0983
C -0.7440 1.4675 0.3659
C -1.0731 -1.2020 -1.3835
C -0.5296 0.0298 0.9643
C 3.3618 0.3885 0.6339
C 0.0935 -1.8472 -1.7248
C -2.1326 -0.7703 -2.2471
C -1.3620 0.0993 2.3818
O -0.1536 2.8453 -1.8777
S -0.1443 1.4712 -1.3884
H 1.0676 -1.2139 1.3447
H 1.2120 0.1512 2.2207
H -2.2404 -0.9800 0.3149
H -0.9643 -2.0393 0.6655
H -1.9047 1.6959 0.4096
H -0.3650 2.3676 0.8370
H 3.6501 -0.7434 0.7727
H 3.5770 0.8916 1.6212
H 4.0753 0.8629 0.0505
H 0.4570 -1.9325 -2.7184
H 0.6122 -2.2893 -0.8874
H 2.1906 1.9455 -1.5048
H -2.0427 -1.0102 -3.2994
H -2.2299 0.3873 -2.1966
H -3.1188 -1.2546 -2.0098
H -1.3697 -0.9952 2.6668
H -2.3784 0.4295 2.1687
H -0.7999 0.7887 3.0233
*
```

The value obtained for the max |F| is 5.0 eV/Å. As for the LUMO energy: 0.0242 Eh. As for the energy above the lowest of the compared OMol25 structures with the same formula, charge and spin: 122.28 kJ/mol. The calculation puts the HOMO-LUMO gap at 8.998 eV. The value obtained for the HOMO energy is -8.34 eV.